[1]
67
Properties=species:S:1:pos:R:3:forces:R:3 method="wB97M-V/def2-TZVPD" relative_energy_kcal_mol=10.4
K 0.867128 -0.151021 -0.134584 0.007 0.182 -0.150
N 2.745103 2.134082 -1.014899 0.920 0.080 0.803
C 2.250144 2.203787 -2.360695 -0.109 -1.431 -1.118
C 0.909229 2.881813 -2.506850 -0.335 -1.009 0.143
N -0.124231 2.281301 -1.640747 0.531 -0.437 -0.203
C -1.498228 2.761125 -1.883535 1.772 -1.436 -0.252
C -2.372952 1.552272 -2.191647 -1.624 0.521 0.463
N -2.665880 0.800047 -0.931662 0.840 -0.644 -0.218
H 3.469584 2.830133 -0.846104 -0.332 0.002 0.095
H 3.229140 1.243167 -0.928204 0.046 0.060 0.157
H 2.151090 1.148407 -2.673471 -0.371 0.400 -0.041
H 2.960334 2.581091 -3.109805 -0.042 0.436 0.240
H 0.641079 2.678189 -3.572087 -0.137 0.850 0.699
H 1.030553 3.912909 -2.202877 -0.072 0.803 -0.670
H 0.143938 2.381012 -0.666697 0.115 0.289 -0.123
H -1.412653 3.452176 -2.709212 -0.580 0.350 -0.286
H -1.825352 3.248663 -0.984155 -0.629 0.492 0.266
H -1.959003 0.865831 -2.960669 -0.186 0.726 0.469
H -3.366571 1.944436 -2.486407 0.478 -0.221 -0.578
H -3.652137 0.792076 -0.731689 -0.326 0.277 -0.034
H -2.451786 -0.183969 -1.105195 0.161 0.578 0.329
C 1.666654 -4.947788 1.255067 1.209 1.462 -0.325
C 1.477615 -3.437446 1.109751 -1.573 -0.342 -0.704
N 1.477538 -2.800473 -0.015019 0.898 -0.458 0.413
N 1.839705 -3.566485 -1.093221 0.504 0.379 -0.867
C 2.405229 -2.938712 -2.106067 0.078 -0.445 0.230
N 2.738414 -3.760706 -3.186193 -0.407 -0.076 0.674
S 2.826760 -1.269050 -2.368635 0.002 -0.173 0.361
C 0.911404 -2.690078 2.262113 -0.232 0.080 0.197
C 0.152166 -3.379024 3.228817 0.379 0.660 -0.133
C -0.399220 -2.658364 4.267159 -1.120 0.486 1.672
C -0.159678 -1.287858 4.404852 0.355 -0.462 -0.608
C 0.607547 -0.737349 3.382978 0.175 1.340 0.980
N 1.096435 -1.347118 2.327192 0.121 -1.683 -0.091
H 1.963217 -5.317823 0.283189 0.204 -0.199 0.031
H 0.800940 -5.476223 1.575630 -0.852 -0.215 0.281
H 2.451400 -5.077825 1.999098 0.114 -0.398 -0.001
H 2.735723 -4.737849 -2.933755 -0.026 -0.097 -0.036
H 3.566048 -3.467970 -3.671159 0.052 0.173 -0.173
H -0.008664 -4.441932 3.191802 0.049 -0.090 -0.183
H -1.055873 -3.122877 5.042005 0.718 0.059 -0.822
H -0.482794 -0.652900 5.243732 0.044 -0.593 -0.507
H 0.929910 0.296046 3.477581 -0.338 0.168 -0.121
I -4.096439 -1.962708 -4.709935 0.373 0.112 0.176
C -2.352551 -1.744625 -3.603461 0.181 -0.066 0.418
C -1.083962 -1.389145 -4.012063 0.001 -0.374 -0.366
N -0.288344 -1.372448 -2.930886 -1.379 -1.029 0.169
N -0.949160 -1.772463 -1.813873 0.136 0.560 -0.602
C -2.194546 -1.972362 -2.213324 0.029 0.510 -0.012
H -0.654784 -1.255939 -4.989270 -0.133 0.202 -0.118
H 0.717960 -1.445852 -2.948763 0.893 0.442 0.128
H -2.937469 -2.052939 -1.439997 -0.337 -0.697 -0.137
C -3.345419 2.327947 2.667107 -0.155 1.177 0.917
C -1.847812 2.480565 2.502739 -0.648 -0.804 -0.561
C -0.859631 3.130608 3.196540 -0.708 0.881 1.834
C 0.337765 2.874380 2.545649 0.336 -1.067 -1.896
N 0.108978 2.100982 1.449011 -0.206 0.753 1.260
N -1.223250 1.872366 1.479933 -0.234 -0.171 -0.970
C 1.723169 3.295657 2.880393 -0.228 0.386 1.721
H -3.864665 3.056440 2.001963 0.240 -0.277 0.664
H -3.636541 2.512125 3.756650 0.291 -0.166 -1.583
H -3.726505 1.354882 2.366816 0.309 -0.207 0.107
H -1.032643 3.709844 4.118861 0.312 -0.394 -0.662
H -1.694780 1.475057 0.630402 0.250 -0.003 0.645
H 2.122132 4.061515 2.248978 -0.015 0.596 -0.524
H 2.439868 2.495968 2.852079 0.144 -0.638 -0.101
H 1.729633 3.682450 3.928755 0.066 -0.172 -0.767

[2]
68
Properties=species:S:1:pos:R:3:forces:R:3 method="wB97M-V/def2-TZVPD" relative_energy_kcal_mol=29.0
Zn 0.842203 0.891235 0.010113 0.377 -0.831 -0.079
N 2.358128 -2.910161 -1.787567 -0.012 -0.049 -0.128
C 2.019892 -3.199926 -3.124509 0.049 -0.050 0.061
C 2.524073 -4.333890 -3.736775 -0.008 -0.011 0.005
C 2.183658 -4.622011 -5.053291 -0.001 -0.009 -0.009
C 1.329708 -3.779851 -5.744612 0.010 -0.004 0.016
C 0.831875 -2.640190 -5.121402 -0.006 -0.021 -0.124
C 1.182791 -2.343711 -3.817381 -0.066 0.056 0.052
S 0.543153 -0.849155 -3.101193 0.111 -0.150 0.080
N 1.153618 -0.901176 -1.501105 -0.103 0.231 0.170
C 1.931651 -1.826385 -1.082649 0.100 -0.082 0.012
C 2.458240 -1.733922 0.318073 -0.142 0.028 -0.067
C 3.148599 -2.760836 0.939252 0.043 -0.077 0.044
C 3.627858 -2.558544 2.227109 0.006 -0.048 -0.032
C 3.390982 -1.351319 2.848147 -0.003 -0.042 0.051
C 2.666190 -0.385049 2.166783 0.035 0.147 -0.094
N 2.219721 -0.576977 0.927319 0.106 0.188 0.017
H 3.037543 -3.510796 -1.362887 0.070 0.024 0.020
H 3.183699 -4.995243 -3.185123 -0.007 0.019 -0.011
H 2.591038 -5.503940 -5.530534 -0.036 0.017 0.020
H 1.048723 -4.003252 -6.765485 0.021 0.024 0.021
H 0.172918 -1.968235 -5.662811 0.028 -0.041 0.039
H 3.315367 -3.717056 0.465154 -0.010 -0.005 0.007
H 4.182590 -3.342831 2.725986 -0.022 0.009 0.002
H 3.751000 -1.150064 3.847900 -0.010 0.014 -0.039
H 2.472659 0.594299 2.583679 -0.024 -0.021 -0.033
C -4.021490 3.440213 0.021762 -0.172 0.012 -0.063
S -2.352191 3.353510 0.654227 0.335 -0.368 -0.052
C -1.746868 4.785456 -0.236458 0.049 -0.020 0.004
O -1.830990 2.087989 -0.014745 -0.311 0.342 0.327
H -4.526840 4.331863 0.397487 0.045 -0.053 -0.036
H -4.536086 2.544952 0.368417 -0.021 0.040 -0.023
H -3.963989 3.445383 -1.066804 -0.107 -0.001 -0.010
H -2.382718 5.622517 0.060461 0.061 -0.024 -0.018
H -1.830788 4.589639 -1.304843 -0.002 0.023 0.011
H -0.715546 4.969978 0.050487 0.024 -0.070 0.036
C -2.549080 0.037924 3.600587 -0.020 0.011 -0.020
C -1.072706 -0.218220 3.917399 -0.012 -0.035 0.007
C -0.473857 0.982165 4.646441 0.039 0.002 -0.018
C -0.934834 -1.473281 4.770128 0.024 -0.056 0.002
N -0.268071 -0.481156 2.705422 0.167 -0.023 0.046
N -0.365892 0.542398 1.726656 -0.101 0.488 -0.352
H -3.126720 0.113607 4.523733 0.014 0.005 -0.023
H -2.965747 -0.781556 3.006946 -0.003 0.023 0.018
H -2.687986 0.974124 3.054112 -0.012 -0.024 0.020
H -1.000822 1.146159 5.588327 0.009 0.002 -0.030
H -0.550818 1.899809 4.058109 0.011 -0.016 0.033
H 0.581336 0.803923 4.864480 -0.033 0.009 -0.001
H -1.404755 -1.326511 5.743589 -0.003 -0.025 -0.031
H 0.120590 -1.710088 4.921356 -0.043 0.018 0.019
H -1.415316 -2.330154 4.286621 0.024 0.030 0.029
H -0.572884 -1.344716 2.270470 -0.043 -0.022 -0.006
H -0.014471 1.433067 2.111527 -0.091 -0.001 0.041
H -1.327169 0.751405 1.456662 0.042 0.014 -0.097
O 2.046305 4.630991 0.605821 0.012 -0.127 -0.012
S 1.513282 3.308489 0.808401 0.152 0.118 0.251
O 2.432077 2.314657 1.420531 -0.137 0.203 -0.068
O 0.251869 3.305775 1.596179 0.067 0.034 -0.050
O 1.181273 2.682199 -0.578245 -0.200 -0.105 0.220
C -1.139732 1.451241 -4.778608 0.172 0.063 -0.114
Te -1.122021 1.858398 -2.677576 -0.327 0.256 -0.197
C -2.791123 0.555847 -2.441943 -0.066 0.028 0.087
H -2.146310 1.602326 -5.167527 0.042 0.007 0.041
H -0.818885 0.428300 -4.990470 -0.034 0.028 0.027
H -0.459274 2.144455 -5.274902 -0.043 -0.053 0.013
H -2.649409 -0.300453 -3.099698 0.004 0.005 0.026
H -3.720584 1.068944 -2.682981 0.025 -0.037 -0.030
H -2.808635 0.237427 -1.403753 -0.041 -0.019 -0.012

[3]
66
Properties=species:S:1:pos:R:3:forces:R:3 method="wB97M-V/def2-TZVPD" smiles="CCCCOC1=CC(=O)C=C(CN)C1=O.COC(=O)OC.COC(=O)OC.COC(=O)OC"
C 10.428636 -1.244061 2.279605 0.003 -0.015 -0.021
C 9.941338 0.144502 1.895648 0.042 0.062 0.010
C 9.925666 0.355129 0.383510 0.017 -0.078 -0.076
C 9.117090 1.558663 -0.069914 0.007 0.237 0.123
O 7.785372 1.211459 -0.504929 0.064 -0.239 0.073
C 6.878103 0.938257 0.455180 -0.054 0.093 0.016
C 6.316775 1.847491 1.250702 -0.104 -0.059 -0.008
C 5.331148 1.400139 2.268298 0.069 0.049 0.041
O 5.189659 1.981712 3.321041 -0.215 0.092 -0.159
C 4.553764 0.172089 1.931338 0.046 0.004 -0.041
C 5.093301 -0.754005 1.143649 0.036 0.055 -0.008
C 4.417689 -2.021718 0.719362 0.042 -0.034 0.006
N 3.615722 -1.769550 -0.492550 0.140 -0.035 -0.080
C 6.485091 -0.505530 0.636360 -0.056 -0.104 0.020
O 7.260340 -1.409633 0.430836 -0.120 0.075 -0.243
H 10.471377 -1.369475 3.361356 -0.003 -0.008 0.013
H 11.429866 -1.421760 1.882368 0.023 -0.017 0.004
H 9.769444 -2.011380 1.870928 -0.019 0.002 0.003
H 10.595321 0.895584 2.347658 -0.052 0.056 0.043
H 8.944735 0.325346 2.308322 -0.033 -0.080 -0.007
H 10.949076 0.471854 0.018553 0.044 -0.047 0.041
H 9.511612 -0.529150 -0.105198 0.028 0.036 -0.043
H 9.029437 2.300087 0.731827 0.052 0.013 -0.025
H 9.565739 2.047052 -0.930012 -0.033 -0.031 -0.096
H 6.571764 2.897632 1.205810 0.123 0.008 0.148
H 3.569663 0.057185 2.368628 0.059 -0.016 0.166
H 3.759146 -2.378984 1.512367 0.008 0.009 0.024
H 5.195012 -2.770203 0.553769 -0.007 -0.059 0.050
H 3.622368 -2.591917 -1.085024 -0.086 -0.016 0.028
H 4.035553 -1.028676 -1.042193 -0.027 0.020 -0.007
C -1.991051 -4.440996 -2.568846 -0.019 0.009 -0.019
O -1.664176 -3.134994 -2.081395 0.026 -0.068 -0.013
C -0.869518 -3.128066 -1.008071 0.002 0.019 -0.018
O -0.426144 -4.101466 -0.457142 0.004 0.007 0.000
O -0.660694 -1.861951 -0.660626 -0.026 -0.019 0.004
C 0.166574 -1.692472 0.499236 0.039 0.071 0.067
H -2.637269 -4.277177 -3.425783 0.000 -0.001 0.001
H -1.090545 -4.973470 -2.868624 0.004 -0.005 0.017
H -2.513586 -5.013623 -1.805175 0.017 -0.005 0.009
H 1.152758 -2.116859 0.328050 -0.003 0.000 -0.007
H -0.302248 -2.151089 1.368110 -0.002 -0.034 -0.021
H 0.249500 -0.619180 0.640470 -0.026 0.002 -0.021
C -3.445670 -0.513056 -2.718633 0.026 0.018 -0.008
O -4.875722 -0.468495 -2.607530 -0.010 0.002 0.001
C -5.325382 0.309475 -1.626531 -0.006 0.001 0.016
O -4.648419 0.952395 -0.866244 -0.002 -0.003 -0.011
O -6.658038 0.257168 -1.626274 0.010 -0.008 -0.009
C -7.278826 1.053798 -0.611611 -0.079 0.026 0.027
H -3.238940 -1.183302 -3.546560 -0.009 -0.007 0.013
H -3.052093 0.479915 -2.928408 -0.005 0.011 0.020
H -2.998092 -0.898999 -1.806346 -0.017 0.033 -0.020
H -7.022598 2.103939 -0.737147 0.025 -0.006 0.002
H -6.970789 0.723743 0.378511 0.026 0.003 -0.006
H -8.347521 0.912017 -0.738133 0.003 -0.003 -0.004
C -11.728138 5.310128 0.626941 -0.014 0.029 -0.005
O -12.523919 4.334174 -0.055449 0.002 -0.013 -0.001
C -12.082004 3.084305 0.066122 0.004 0.003 0.013
O -11.106263 2.739228 0.682087 0.017 -0.017 -0.025
O -12.902745 2.281023 -0.607890 0.008 0.010 0.001
C -12.542220 0.896100 -0.563981 -0.024 -0.016 -0.015
H -12.211562 6.262498 0.434505 0.001 -0.001 0.001
H -11.704746 5.103832 1.695149 0.008 -0.010 -0.001
H -10.711982 5.313618 0.237479 0.003 -0.011 0.005
H -12.542342 0.533699 0.462138 0.012 0.006 0.003
H -11.557128 0.744094 -1.001152 0.005 0.005 0.008
H -13.298269 0.381905 -1.148543 0.001 0.000 0.002

| no. | M (g/mol) | LUMO level (eV) | HOMO level (eV) |
| --- | --- | --- | --- |
| 1 | 625.6 | 0.229 | -7.268 |
| 2 | 712.7 | -0.571 | -7.398 |
| 3 | 479.5 | -1.100 | -9.941 |